ORCA calculation (wB97M-V/def2-TZVPD) on the molecule C6H11N in a non-equilibrium geometry.

Each line ends with the Mulliken charge.
Atoms and positions in Å:
1 C 1.1133 0.0344 1.4538  -0.851
2 C -0.1566 -0.2393 0.7980  1.237
3 C -1.1962 -1.1203 1.4324  -1.317
4 C -0.9131 1.2584 -1.1509  -1.119
5 C 1.4041 -0.0235 -1.2526  -1.275
6 C -0.0812 -0.0755 -0.7455  0.231
7 N 0.3865 1.0630 1.4182  -0.580
8 H 2.0910 -0.2227 1.8631  0.377
9 H -0.8740 -1.3210 2.5322  0.322
10 H -1.2169 -2.0707 0.9230  0.396
11 H -2.1943 -0.5613 1.4862  0.253
12 H -0.5759 2.1722 -0.6804  0.331
13 H -2.0448 1.1315 -0.9529  0.304
14 H -0.6918 1.3388 -2.2632  0.321
15 H 1.9804 0.8555 -1.0307  0.389
16 H 1.5949 -0.4471 -2.2947  0.325
17 H 1.9337 -0.7795 -0.5002  0.274
18 H -0.5593 -0.9928 -1.0356  0.382

The SMILES is CC(C)[C@@]1(C)C=N1. The calculation puts the HOMO energy at -9.4 eV. The HOMO-LUMO gap comes out at 0.385 Eh. The value obtained for the energy relative to the best compared isomer or geometry (same formula, charge and spin) is 289.7 kJ/mol.